Molecular formula: C11H21BN3O3
Method: DFT, the ωB97M-V functional and the def2-TZVPD basis

```
! wB97M-V def2-TZVPD RIJCOSX def2/J DEFGRID3
* xyz 1 1
C 1.97259 -3.64077 -0.04624
C 2.24620 -2.87550 -1.33194
C 1.04586 -2.06423 -1.88960
N -0.15730 -2.07944 -1.00638
C -0.70987 -0.86334 -0.65144
C -2.08963 -0.66579 -0.88235
N -2.73475 0.42004 -0.54292
N -2.04208 1.35869 0.04929
C -2.81448 2.55812 0.43363
B -4.13051 2.03371 1.20523
O -5.37933 2.19546 0.67651
O -3.88576 1.45130 2.42823
C -0.73758 1.28432 0.31368
C 0.01119 0.15535 -0.01765
C 1.47146 0.05966 0.32765
C 1.98706 1.07581 1.35566
C 2.48273 2.37803 0.73913
O 3.33986 2.10157 -0.35490
H 1.72785 -3.00520 0.79973
H 2.84415 -4.22593 0.23333
H 1.15708 -4.34708 -0.17455
H 3.11773 -2.23563 -1.22793
H 2.51080 -3.63529 -2.06379
H 1.38401 -1.04470 -2.02433
H 0.77855 -2.45325 -2.86461
H -0.87941 -2.56315 -1.52411
H -2.64973 -1.45789 -1.35364
H -2.22264 3.11412 1.15240
H -3.04447 3.15248 -0.44224
H -5.78470 1.34459 0.47815
H -4.18465 0.54005 2.49243
H -0.29144 2.12238 0.81351
H 2.03493 0.21640 -0.58965
H 1.71017 -0.94047 0.67201
H 2.83478 0.60945 1.84875
H 1.23765 1.28194 2.11660
H 3.05137 2.92113 1.49362
H 1.66657 3.04090 0.44449
H 3.12574 2.68219 -1.08572
*
```

- Max |F|: 1.6 eV/Å
- LUMO energy: -4.0 eV
- DFT total energy: -846.4129 a.u.
- HOMO: -13.07 eV
- Frontier orbital gap: 9.09 eV
- SMILES string: CCCNc1cn[n+](CB(O)O)cc1CCCO


Molecular formula: C11H21Br2F4N2O6P2S
Method: DFT, the ωB97M-V functional and the def2-TZVPD basis

```
! wB97M-V def2-TZVPD RIJCOSX def2/J DEFGRID3
* xyz 1 1
C 2.56819 2.40299 -0.56473
C 2.10985 1.01320 -0.05927
C 1.08026 0.40999 -1.02465
Br 2.05732 -0.19824 -2.63727
C 0.12684 -0.65339 -0.44814
P 1.11862 -1.56148 0.94390
C 2.36032 -2.41705 -0.09630
O 0.22774 -2.84753 1.40133
C -0.39922 -1.80725 -1.27937
O 0.04360 -2.37310 -2.22135
O -1.54448 -2.24144 -0.66143
C -2.18385 -1.20390 0.12578
P -2.72710 -1.61693 1.97400
N -2.61752 -3.30176 1.98176
O -1.44758 -1.07984 2.84105
S -3.88845 -1.18818 -0.56652
O -4.47636 0.09841 -0.47404
O -4.52249 -2.31007 0.04191
F -3.65060 -1.56465 -2.04048
C -1.23574 0.00611 -0.09976
Br -1.80289 0.80597 -1.87819
C -1.19423 1.15787 0.88292
C -2.52510 1.84205 1.18415
C -2.32825 3.23989 1.74963
F -1.04883 3.51012 2.07494
F -2.69490 4.17914 0.86917
F -3.05379 3.43805 2.84785
H 3.58662 2.59146 -0.21913
H 1.97191 3.18345 -0.09526
H 2.49893 2.49581 -1.64684
H 2.98652 0.37591 0.02917
H 1.64314 1.18035 0.90809
H 0.50431 1.25142 -1.39247
H 3.33033 -1.94034 0.01018
H 2.44193 -3.42782 0.30497
H 2.06594 -2.50940 -1.13940
H 0.12607 -3.53131 0.72083
H -1.86810 -3.66407 2.55501
H -3.50432 -3.68128 2.29277
H -0.86660 -1.78462 3.15342
H -0.72727 0.84707 1.81581
H -0.52635 1.90537 0.45127
H -3.16056 1.93751 0.31050
H -3.06799 1.27316 1.93843
N 4.84844 1.55338 -2.97309
H 4.54503 2.45244 -3.34989
H 5.49358 1.71225 -2.19845
H 4.00864 1.02279 -2.63871
H 5.31840 1.01748 -3.70412
*
```

- Relative energy (zero: lowest compared OMol25 entry of this formula, charge and spin): 0.0 kcal/mol
- Max |F|: 1.3 eV/Å
- LUMO energy: -3.9 eV
- DFT total energy: -7620.8973 a.u.
- HOMO: -11.22 eV
- Frontier orbital gap: 7.34 eV


Molecular formula: C11H21BrN2O4
Method: DFT, the ωB97M-V functional and the def2-TZVPD basis

```
! wB97M-V def2-TZVPD RIJCOSX def2/J DEFGRID3
* xyz 0 1
C 3.55674 -2.89893 1.91073
N 2.18726 -2.41478 1.74556
C 1.54934 -2.35409 0.56822
O 2.09083 -2.70577 -0.47491
C 0.09030 -1.86199 0.55146
N -0.57160 -1.90686 1.87758
C -0.98744 -3.03336 2.45756
C -1.66227 -2.89747 3.80200
O -0.83778 -4.13493 1.95494
C -0.03146 -0.43744 -0.01973
C 0.66674 -0.17036 -1.35149
O -1.39824 -0.18243 -0.24434
H 4.24706 -2.24552 1.37369
H 3.64005 -3.90649 1.49677
H 3.82726 -2.92302 2.96697
H 1.66653 -2.17096 2.57089
H -0.43922 -2.53290 -0.12709
H -0.71766 -1.03994 2.37034
H -0.95263 -2.50899 4.52919
H -2.51733 -2.22961 3.71779
H -2.00559 -3.88116 4.12188
H 0.34354 0.27526 0.71583
H 1.74837 -0.19167 -1.22162
H 0.37467 -0.92659 -2.08069
H 0.38120 0.81424 -1.72196
H -1.90328 -0.53825 0.48779
C -2.52541 2.35547 -3.08593
C -1.96130 3.21878 -2.17850
Br -2.30866 2.97838 -0.31407
C -1.08755 4.35775 -2.62704
C 0.36338 4.07735 -2.24849
O 1.18046 5.17477 -2.65905
H -3.14822 1.53272 -2.74815
H -2.35526 2.45331 -4.15333
H -1.15746 4.48952 -3.71170
H -1.42988 5.28230 -2.15253
H 0.70539 3.16029 -2.74011
H 0.45286 3.93487 -1.16655
H 0.92625 5.98851 -2.19190
*
```

- Max |F|: 3.3 eV/Å
- LUMO energy: 0.2 eV
- DFT total energy: -3416.2258 a.u.
- HOMO: -9.24 eV
- Frontier orbital gap: 9.43 eV
- SMILES string: CNC(=O)[C@@H](NC(C)=O)[C@@H](C)O.C=C(Br)CCO


Molecular formula: C11H21CdIO2
Method: DFT, the ωB97M-V functional and the def2-TZVPD basis

```
! wB97M-V def2-TZVPD RIJCOSX def2/J DEFGRID3
* xyz 2 1
C 3.83765 0.94639 1.26355
C 2.66551 0.83132 0.30468
C 2.24718 -0.64073 0.22936
C 1.07273 -0.99044 -0.71704
C 1.61775 -1.52866 -2.04083
C 0.25664 0.27498 -0.95020
O 0.42490 0.97993 -1.91642
O -0.59251 0.54879 0.05982
C -1.93579 0.96897 -0.34000
C -1.99072 2.45800 -0.70800
C -2.85758 0.63570 0.81769
C -2.98596 -0.86325 1.14100
C -3.04884 -1.81685 -0.05397
I -4.81657 -1.06058 2.28750
H 3.40577 0.72306 2.28876
H 4.59158 0.20198 0.92532
H 4.32966 1.91102 1.37517
H 1.85146 1.44040 0.69526
H 2.97484 1.21447 -0.66921
H 1.93609 -0.92944 1.26833
H 3.11780 -1.24441 -0.06392
H 0.43885 -1.74967 -0.26285
H 0.80052 -1.71187 -2.73451
H 2.13963 -2.47032 -1.87238
H 2.29031 -0.81375 -2.51114
H -2.20754 0.39723 -1.22624
H -2.06298 2.60360 -1.78052
H -1.07145 2.93514 -0.36885
H -2.81020 2.95748 -0.19487
H -2.45089 1.13704 1.70003
H -3.82408 1.09651 0.62168
H -2.22372 -1.15186 1.85689
H -2.08010 -2.30553 -0.17398
H -3.75628 -2.62462 0.11717
H -3.34023 -1.31132 -0.96918
Cd 4.05655 -1.04868 2.60188
*
```

- Max |F|: 1.1 eV/Å
- LUMO energy: -12.4 eV
- DFT total energy: -1046.8410 a.u.
- HOMO: -14.11 eV
- Frontier orbital gap: 1.68 eV


Molecular formula: C11H21N3
Method: DFT, the ωB97M-V functional and the def2-TZVPD basis

```
! wB97M-V def2-TZVPD RIJCOSX def2/J DEFGRID3
* xyz 2 1
C 1.33221 -0.66982 3.01608
C 1.25450 0.10296 4.28158
C 0.28773 -0.63589 2.17675
C 0.16197 0.75709 4.67277
C -3.30494 -1.56580 1.94288
C -1.98627 -1.29971 2.90297
C -1.13746 -0.11489 2.59562
C -1.03553 0.91160 3.77770
C -0.97016 2.30787 3.07338
C 3.12554 1.71026 -6.54866
C 3.20690 1.17084 -7.90720
N 3.09712 -0.12626 -7.98114
N -1.72964 -2.09711 3.90228
N -3.95365 -2.82779 1.94521
H 2.20715 -1.09121 2.71873
H 2.18807 -0.04029 4.75112
H 0.28438 -1.26181 1.24953
H -0.04548 1.44949 5.48263
H -3.39797 -0.89199 1.12448
H -1.61164 0.34611 1.78113
H -1.98594 1.09166 4.35807
H -0.10839 2.38679 2.28410
H -0.74860 3.03226 3.86539
H -1.91903 2.38146 2.55303
H 3.96207 2.31941 -6.40574
H 3.10450 1.09229 -5.66408
H 2.30545 2.42944 -6.47580
H 3.08120 1.74774 -8.86473
H 3.14476 -0.51775 -8.90848
H 3.21899 -0.70930 -7.19128
H -4.50068 -2.99349 2.79697
H -2.50791 -2.64111 4.21668
H -0.92952 -2.00625 4.52298
H -3.46119 -3.79693 1.80498
H -4.46689 -2.89909 1.15095
*
```

- Relative energy (zero: lowest compared OMol25 entry of this formula, charge and spin): 35.3 kcal/mol
- Max |F|: 8.1 eV/Å
- LUMO energy: -6.7 eV
- DFT total energy: -595.2918 a.u.
- HOMO: -12.92 eV
- Frontier orbital gap: 6.26 eV


Molecular formula: C11H21N3O
Method: DFT, the ωB97M-V functional and the def2-TZVPD basis

```
! wB97M-V def2-TZVPD RIJCOSX def2/J DEFGRID3
* xyz 0 1
C -0.45913 -0.19408 22.81896
O 0.39079 0.03368 21.97815
N -1.64484 0.43139 22.94650
C -2.73088 0.00632 23.79114
C -2.10228 1.49823 22.02125
H -0.32478 -0.91526 23.63996
H -2.30352 -0.51101 24.65011
H -3.37241 -0.68497 23.24463
H -3.34615 0.85720 24.08364
H -2.84136 1.13810 21.30558
H -2.50407 2.33379 22.59440
H -1.35851 1.89004 21.32745
C -7.36083 2.69525 21.76324
C -6.60220 1.46714 21.29767
C -5.18337 1.53189 21.88845
C -4.50540 0.17479 21.97370
N -3.89812 -0.84685 22.10798
H -7.17258 3.55400 21.11888
H -7.24643 2.94998 22.81687
H -8.40944 2.51447 21.52701
H -6.48810 1.37688 20.21743
H -7.11416 0.59046 21.69448
H -5.19788 2.12586 22.80227
H -4.58806 2.11311 21.18425
C -3.03536 1.58731 19.28836
C -4.40137 0.95932 19.44004
C -5.55517 1.52656 18.70147
C -5.69223 1.05414 17.35809
N -5.75395 0.72769 16.26680
H -2.27024 1.29257 20.00657
H -3.03374 2.64360 19.55731
H -2.54850 1.35050 18.34232
H -4.58863 1.06725 20.50840
H -4.29877 -0.11956 19.32356
H -5.55271 2.61456 18.76763
H -6.42301 1.26189 19.30554
*
```

- Relative energy (zero: lowest compared OMol25 entry of this formula, charge and spin): 200.1 kcal/mol
- Max |F|: 8.2 eV/Å
- LUMO energy: 0.3 eV
- DFT total energy: -670.9261 a.u.
- HOMO: -8.66 eV
- Frontier orbital gap: 8.96 eV


Molecular formula: C11H21NPbSi
Method: DFT, the ωB97M-V functional and the def2-TZVPD basis

```
! wB97M-V def2-TZVPD RIJCOSX def2/J DEFGRID3
* xyz 0 1
C 0.40267 1.38969 -3.99723
C -0.16657 2.50431 -3.31912
C -1.47070 2.14786 -2.89074
C -1.71760 0.80562 -3.30350
C -0.54247 0.33676 -3.99038
Pb 1.32975 -0.22512 -0.46879
N 0.66772 -3.26294 -0.43087
C 2.73222 1.24792 0.25708
C 2.35977 2.58362 0.35970
H -2.17539 2.78848 -2.36743
H 0.30978 3.48564 -3.18607
H -2.63315 0.24025 -3.15300
H -0.43131 -0.64062 -4.44865
H 1.38525 1.36478 -4.47372
H 2.47316 3.23366 -0.50313
H 2.94927 0.71005 1.22042
H 1.57721 -2.77300 -0.17602
H 1.96806 3.01990 1.26403
H 3.56535 1.06551 -0.54519
C -1.24723 -2.47159 0.88712
Si -0.70749 -1.14018 2.05088
C -2.12807 -0.72773 3.16540
C 0.67992 -1.75422 3.18748
C -0.25843 0.30888 0.98886
H -1.43115 -3.43036 1.39051
H -0.17375 -2.76523 0.04384
H -2.13305 -2.19489 0.28927
H -2.32754 -1.59814 3.80092
H -1.89163 0.14105 3.78450
H -3.01478 -0.51683 2.56226
H 1.62183 -2.02616 2.66223
H 0.94230 -1.01297 3.96593
H 0.35496 -2.67029 3.72862
H -0.99713 0.60783 0.20679
H 0.12821 1.22844 1.43799
*
```

- Relative energy (zero: lowest compared OMol25 entry of this formula, charge and spin): 139.5 kcal/mol
- Max |F|: 6.8 eV/Å
- LUMO energy (spin up / spin down): -2.5 / -2.5 eV
- DFT total energy: -968.4251 a.u.
- HOMO (spin up / spin down): -5.85 / -5.85 eV
- Frontier orbital gap (spin up / spin down): 3.31 / 3.31 eV